# 1
{"formula": "C6H10O", "method": "ωB97M-V with the def2-TZVPD basis set", "e_lumo_ev": 1.052, "homo_lumo_gap_ha": 0.3627, "smiles": "CC/C=C/C=C/O", "fmax_ha_per_bohr": 0.029, "relative_energy_kj_mol": 136.9, "symbols": ["C", "C", "C", "C", "C", "C", "O", "H", "H", "H", "H", "H", "H", "H", "H", "H", "H"], "positions_angstrom": [[-1.7675, 0.0425, -2.9544], [-2.1163, 0.0654, -1.4422], [-0.9182, 0.4267, -0.6422], [-0.1742, -0.3502, 0.1218], [1.1379, -0.0530, 0.7432], [1.3697, -0.1943, 2.0414], [2.6479, 0.0043, 2.5577], [-2.3649, -0.7273, -3.4312], [-0.7151, -0.1287, -3.1494], [-2.1903, 0.9195, -3.4506], [-2.4805, -0.9282, -1.1766], [-2.9625, 0.7341, -1.2787], [-0.5782, 1.4473, -0.7853], [-0.5395, -1.3641, 0.3124], [1.9650, 0.0417, 0.0484], [0.7386, -0.6823, 2.7738], [2.9357, 0.8932, 2.3245]], "forces_ev_per_a": [[-1.3, 0.2, 0.1], [-0.1, -0.7, -0.4], [0.3, 1.0, -0.1], [-0.3, -1.1, 0.5], [-0.8, -0.3, -0.2], [1.4, -0.5, -0.2], [-0.4, 0.2, 0.2], [0.2, -0.6, 0.0], [0.0, 0.2, -0.1], [0.8, 0.4, 0.1], [0.1, -0.1, 0.2], [0.2, 0.2, 0.1], [0.1, 0.2, -0.1], [0.0, 0.1, -0.1], [0.2, 0.7, 0.2], [-0.4, 0.4, -0.1], [0.1, -0.2, -0.1]], "nbo_charge": [-0.6061, -0.4362, -0.1524, -0.2284, -0.3180, 0.1495, -0.7090, 0.2098, 0.2143, 0.2073, 0.2016, 0.2110, 0.1857, 0.1927, 0.2168, 0.1800, 0.4813]}

***

# 2
{"formula": "C6H10O", "method": "ωB97M-V with the def2-TZVPD basis set", "e_lumo_ev": 1.017, "homo_lumo_gap_ha": 0.3949, "smiles": "C#CC(C)(C)OC", "fmax_ha_per_bohr": 0.018, "relative_energy_kj_mol": 221.7, "symbols": ["C", "C", "C", "C", "C", "O", "C", "H", "H", "H", "H", "H", "H", "H", "H", "H", "H"], "positions_angstrom": [[-0.5477, 0.5934, -2.3317], [-0.3365, 0.0252, -1.2896], [-0.2131, -0.3220, 0.1351], [-0.9584, 0.8386, 0.8779], [-0.8254, -1.6682, 0.5335], [1.1422, -0.4389, 0.5458], [2.0767, 0.4166, -0.0711], [-1.0328, 1.3105, -2.9753], [-0.5717, 0.8589, 1.8984], [-2.0368, 0.6392, 0.9239], [-0.8385, 1.8535, 0.4570], [-1.9047, -1.7312, 0.3648], [-0.6383, -1.8035, 1.6032], [-0.3329, -2.4813, -0.0025], [1.7976, 1.4734, 0.0312], [3.0229, 0.2339, 0.4407], [2.1976, 0.2020, -1.1413]], "forces_ev_per_a": [[-0.7, 0.3, 0.5], [-0.2, 0.3, -0.6], [-0.4, 0.3, 0.1], [0.1, 0.1, 0.3], [0.0, 0.0, 0.0], [0.0, -0.1, 0.0], [0.2, 0.2, -0.1], [0.6, -0.6, -0.3], [-0.1, 0.0, 0.1], [0.3, 0.0, -0.1], [0.2, -0.7, -0.1], [0.2, 0.2, -0.1], [0.0, 0.0, -0.1], [0.0, 0.1, 0.0], [0.1, -0.1, 0.1], [-0.1, 0.1, -0.1], [-0.1, 0.0, 0.2]], "nbo_charge": [-0.2480, -0.0236, 0.1720, -0.6200, -0.5985, -0.5312, -0.2514, 0.2427, 0.2205, 0.2172, 0.2199, 0.2128, 0.2216, 0.2230, 0.1677, 0.1955, 0.1798]}

***

# 3
{"formula": "C6H10O", "method": "ωB97M-V with the def2-TZVPD basis set", "e_lumo_ev": 1.175, "homo_lumo_gap_ha": 0.3490, "smiles": "C/C=C\\OC1C=C1.[H][H]", "fmax_ha_per_bohr": 0.006, "relative_energy_kj_mol": 384.6, "symbols": ["C", "C", "C", "O", "C", "C", "C", "H", "H", "H", "H", "H", "H", "H", "H", "H", "H"], "positions_angstrom": [[-0.6795, 2.2693, -0.9209], [-0.2419, 1.7452, 0.4149], [-0.3878, 0.4888, 0.8298], [-1.0106, -0.4657, 0.0852], [-0.7132, -1.8254, 0.3620], [0.6488, -2.3774, 0.2005], [0.2200, -2.2577, 1.4238], [-1.3099, 3.1596, -0.8104], [-1.2467, 1.5125, -1.4685], [0.1835, 2.5585, -1.5344], [0.2273, 2.4371, 1.1105], [-0.0437, 0.1668, 1.8123], [-1.6022, -2.3966, 0.0962], [1.4353, -2.6623, -0.4826], [0.4044, -2.3778, 2.4816], [1.1864, 0.0348, -2.1991], [0.8051, -0.4225, -1.7561]], "forces_ev_per_a": [[-0.1, 0.0, -0.1], [0.0, -0.1, 0.1], [0.1, 0.2, 0.1], [0.0, 0.1, 0.0], [-0.2, -0.2, 0.0], [0.0, 0.0, 0.2], [0.1, 0.0, -0.1], [0.1, -0.1, 0.0], [0.1, 0.1, 0.1], [-0.1, 0.0, 0.1], [-0.1, -0.1, -0.1], [0.0, 0.1, -0.1], [0.1, 0.1, 0.1], [-0.1, 0.0, 0.1], [0.0, 0.0, -0.2], [0.0, 0.0, 0.0], [0.0, 0.1, 0.0]], "nbo_charge": [-0.6475, -0.2706, 0.1181, -0.5243, 0.0535, -0.1850, -0.2098, 0.2135, 0.2248, 0.2128, 0.2034, 0.1717, 0.1800, 0.2324, 0.2298, -0.0008, -0.0020]}

***

# 4
{"formula": "C6H10O", "method": "ωB97M-V with the def2-TZVPD basis set", "e_lumo_ev": 1.060, "homo_lumo_gap_ha": 0.3985, "smiles": "O=CCCC1CC1", "fmax_ha_per_bohr": 0.010, "relative_energy_kj_mol": 65.7, "symbols": ["O", "C", "C", "C", "C", "C", "C", "H", "H", "H", "H", "H", "H", "H", "H", "H", "H"], "positions_angstrom": [[2.3102, -0.6741, 2.1922], [2.5388, -0.6792, 1.0058], [1.5494, -0.2688, -0.0554], [0.2893, 0.3775, 0.5091], [-0.7641, 0.6268, -0.5460], [-1.6882, -0.4890, -0.9479], [-2.2121, 0.6761, -0.1540], [3.5302, -1.0153, 0.6279], [2.0609, 0.3907, -0.7719], [1.2956, -1.1735, -0.6308], [0.5554, 1.3173, 1.0086], [-0.1195, -0.2717, 1.2923], [-0.4641, 1.3062, -1.3433], [-1.9824, -0.5753, -1.9901], [-1.5799, -1.4422, -0.4347], [-2.8635, 1.3873, -0.6537], [-2.4560, 0.5072, 0.8921]], "forces_ev_per_a": [[0.1, 0.0, -0.5], [0.0, 0.0, 0.2], [-0.1, 0.0, 0.0], [-0.1, 0.0, 0.1], [0.1, 0.1, 0.0], [0.0, -0.2, -0.1], [-0.1, 0.1, 0.1], [-0.1, 0.0, 0.1], [0.0, -0.1, 0.1], [0.1, 0.1, 0.1], [0.0, -0.1, -0.1], [0.0, 0.1, -0.1], [-0.1, -0.1, 0.1], [0.1, 0.0, 0.2], [0.0, 0.2, -0.1], [0.1, -0.1, 0.1], [0.1, 0.0, -0.2]], "nbo_charge": [-0.5236, 0.4485, -0.5111, -0.3982, -0.2264, -0.4271, -0.4150, 0.1037, 0.2220, 0.2327, 0.2139, 0.2172, 0.2096, 0.2153, 0.2104, 0.2151, 0.2132]}